Below is C37H55ClIrN3O3PS2Si as an isolated structure, with properties calculated with ωB97M-V/def2-TZVPD.

Positions of all 104 atoms, in Å:
Ir (0.467775, -0.542627, -1.439874)
O (0.242586, -1.109488, 0.855793)
S (0.666023, -1.331000, 2.291717)
C (-0.173367, -2.876331, 2.837989)
C (-0.726299, -3.701276, 1.678569)
C (-2.019897, -3.139083, 1.094218)
C (-2.546227, -4.000753, -0.050923)
S (-1.882807, -3.428546, -1.659402)
O (-0.638628, -2.636305, -1.325258)
C (-3.206699, -2.273142, -2.013575)
C (-3.018463, -0.906432, -1.944702)
C (-4.068316, -0.055091, -2.269922)
C (-5.298706, -0.577538, -2.634756)
C (-5.476582, -1.955536, -2.708527)
C (-4.427691, -2.808698, -2.413458)
C (2.299348, -2.030417, 2.228578)
C (3.171211, -1.769032, 3.274833)
C (4.442909, -2.328361, 3.245970)
C (4.817820, -3.145468, 2.187800)
C (3.934885, -3.392019, 1.141666)
C (2.671178, -2.827283, 1.154569)
H (-0.969382, -2.579216, 3.524193)
H (0.584411, -3.425507, 3.393304)
H (-0.918604, -4.711337, 2.049444)
H (0.025702, -3.770506, 0.892027)
H (-1.837689, -2.132694, 0.720695)
H (-2.775856, -3.068079, 1.880987)
H (-3.629997, -3.962522, -0.136147)
H (-2.243131, -5.044435, 0.050170)
H (-2.067909, -0.489665, -1.641333)
H (-3.906839, 1.015191, -2.237433)
H (-6.123041, 0.084781, -2.863718)
H (-6.431638, -2.366148, -3.007943)
H (-4.556009, -3.882216, -2.500255)
H (2.860044, -1.142911, 4.103390)
H (5.137914, -2.120035, 4.048448)
H (5.804920, -3.588394, 2.178433)
H (4.234394, -4.008259, 0.303278)
H (1.992425, -2.977754, 0.325046)
O (-0.491779, 1.300394, -0.858749)
P (-0.903050, 2.207883, 0.270517)
N (-2.448579, 1.918407, 0.730780)
C (-2.800269, 0.574452, 1.238659)
C (-3.614282, 0.861435, 2.494490)
C (-4.392941, 2.114777, 2.086318)
C (-3.381178, 2.928345, 1.272084)
N (-0.769437, 3.744512, -0.269064)
C (-0.752514, 4.943904, 0.589041)
C (-1.682437, 5.920686, -0.120870)
C (-1.415773, 5.603583, -1.595309)
C (-1.302658, 4.079640, -1.612406)
N (0.066528, 2.023871, 1.573839)
C (1.528507, 2.124861, 1.362129)
C (2.093274, 2.358764, 2.763177)
C (0.957884, 3.085235, 3.486943)
C (-0.271645, 2.344160, 2.970530)
H (-1.893839, -0.005787, 1.408597)
H (-3.420816, 0.052594, 0.507350)
H (-2.957649, 1.076909, 3.339979)
H (-4.270629, 0.032921, 2.758053)
H (-4.776918, 2.679253, 2.933667)
H (-5.234255, 1.826651, 1.453779)
H (-2.869829, 3.653937, 1.907769)
H (-3.862197, 3.479744, 0.462790)
H (0.260869, 5.355676, 0.621895)
H (-1.055728, 4.721626, 1.611948)
H (-1.463914, 6.955056, 0.138247)
H (-2.724534, 5.707343, 0.126522)
H (-0.470647, 6.054719, -1.901718)
H (-2.202729, 5.958065, -2.257768)
H (-0.636616, 3.705700, -2.387677)
H (-2.285085, 3.617851, -1.760202)
H (1.756603, 2.960454, 0.692685)
H (1.906878, 1.212801, 0.904881)
H (3.028238, 2.914733, 2.737586)
H (2.275278, 1.397869, 3.251632)
H (0.925721, 4.136681, 3.193100)
H (1.036876, 3.029695, 4.571649)
H (-1.193233, 2.919315, 3.050189)
H (-0.401708, 1.414905, 3.535271)
Cl (1.174023, -0.578066, -4.530276)
C (-0.179697, -0.488442, -3.362362)
H (-0.820841, -1.336064, -3.586238)
H (-0.677940, 0.462245, -3.545265)
C (3.890978, 0.076874, -0.040534)
Si (2.785752, -0.119425, -1.551738)
C (3.184208, 1.392745, -2.577311)
C (3.415158, -1.652382, -2.448868)
C (2.727215, -2.869045, -2.404711)
C (3.235254, -4.008810, -3.012891)
C (4.441274, -3.946446, -3.697212)
C (5.120294, -2.739696, -3.786354)
C (4.611301, -1.604854, -3.167672)
H (4.855882, -0.374333, -0.284424)
H (3.530601, -0.401146, 0.865938)
H (4.049188, 1.134632, 0.184288)
H (4.268027, 1.548097, -2.562890)
H (2.715271, 2.293456, -2.171329)
H (2.865180, 1.278253, -3.610786)
H (1.764503, -2.926658, -1.900665)
H (2.691289, -4.944010, -2.954085)
H (4.846323, -4.834537, -4.165004)
H (6.052200, -2.682122, -4.334748)
H (5.154976, -0.669723, -3.251056)

Cartesian forces, eV/Å:
Ir -1.202 -0.337 1.461
O 0.178 0.119 0.267
S 0.176 -0.194 -0.242
C -0.280 0.082 -0.127
C 0.057 0.167 0.006
C -0.013 0.019 -0.001
C 0.187 -0.041 0.169
S -0.057 0.003 -0.043
O -0.075 -0.176 -0.113
C 0.016 0.101 -0.097
C 0.003 -0.019 0.019
C 0.007 -0.035 0.020
C 0.013 0.009 0.028
C -0.023 -0.014 0.010
C 0.056 -0.002 -0.023
C 0.109 -0.057 0.049
C -0.011 -0.028 -0.016
C -0.041 -0.016 0.004
C -0.029 0.041 0.042
C 0.048 0.025 -0.030
C -0.040 -0.022 -0.001
H 0.015 0.034 -0.012
H -0.043 0.018 0.085
H 0.087 -0.015 0.014
H -0.033 -0.099 -0.020
H -0.037 0.051 0.066
H -0.049 -0.073 -0.042
H -0.004 -0.038 -0.062
H 0.013 0.013 0.005
H -0.031 0.025 0.041
H -0.036 0.001 0.049
H 0.017 -0.006 -0.055
H 0.006 0.013 -0.004
H -0.009 0.012 -0.001
H 0.035 0.034 -0.024
H 0.000 -0.030 -0.002
H 0.003 0.023 -0.035
H 0.006 0.018 0.002
H -0.002 0.014 0.014
O 0.543 -0.652 -0.553
P 0.323 0.014 -0.004
N -0.058 -0.215 0.195
C -0.061 0.138 0.059
C -0.033 0.069 -0.089
C 0.082 -0.076 -0.017
C -0.031 0.043 -0.160
N -0.360 0.123 -0.159
C 0.136 -0.002 -0.029
C 0.075 -0.042 -0.123
C -0.027 -0.046 0.131
C 0.029 0.016 0.021
N 0.186 0.169 0.024
C -0.055 -0.046 0.044
C -0.095 -0.005 -0.029
C 0.012 -0.088 -0.024
C 0.033 -0.109 -0.006
H -0.002 -0.042 0.000
H 0.039 -0.065 -0.034
H -0.005 -0.030 0.006
H 0.034 -0.004 0.058
H -0.040 0.001 -0.019
H -0.020 0.037 0.014
H 0.009 -0.011 0.008
H -0.001 0.024 0.006
H 0.018 -0.030 0.057
H 0.002 0.005 0.001
H -0.053 0.005 0.019
H 0.004 0.019 0.039
H -0.018 0.000 -0.046
H 0.041 0.035 -0.029
H 0.009 0.006 -0.015
H -0.002 0.003 0.003
H 0.031 0.009 0.001
H -0.049 0.022 0.013
H 0.003 -0.008 0.039
H 0.060 0.010 -0.009
H -0.010 -0.004 -0.009
H 0.018 0.051 -0.002
H 0.007 0.015 -0.007
H -0.086 0.012 0.025
Cl -0.226 -0.124 -0.446
C 1.212 0.941 0.092
H -0.089 -0.026 0.094
H -0.181 -0.073 -0.107
C -0.265 0.104 0.379
Si -0.329 0.269 -0.939
C 0.064 0.114 -0.044
C -0.088 -0.191 0.082
C 0.181 0.109 -0.001
C -0.065 0.000 0.043
C -0.014 -0.013 0.006
C 0.026 0.043 0.020
C -0.031 -0.073 0.077
H -0.013 0.026 -0.072
H 0.084 -0.021 0.039
H 0.045 -0.020 -0.063
H -0.019 0.065 -0.004
H 0.015 -0.028 0.047
H -0.006 0.029 0.019
H -0.006 -0.095 0.025
H -0.004 0.009 -0.031
H -0.009 0.012 -0.020
H -0.010 -0.005 -0.005
H 0.021 -0.021 0.006

Gap between HOMO and LUMO (spin up / spin down) ... 7.7 / 7.7 eV
Multiplicity ... 1
Charge ... +1
E_HOMO (spin up / spin down) ... -10.48 / -10.39 eV
ΔE to the lowest compared entry with this formula, charge and spin ... 35.77 kcal/mol

Here are the Mulliken charges for atoms 1 to 6, given in e: number 1, Ir, carries 3.70; number 2, O, carries -0.96; number 3, S, carries 0.55; number 4, C, carries -1.27; number 5, C, carries -0.57; number 6, C, carries 0.50

***

Below is a 6-piece molecular cluster, C37H56BrClF6N2O19 overall, with properties calculated with ωB97M-V/def2-TZVPD.

Positions of all 122 atoms, in Å:
N (6.863097, 0.877304, -2.751950)
C (5.760568, 1.771249, -2.316616)
C (6.507986, 2.805461, -1.410332)
O (6.438066, 2.741274, -0.181577)
O (7.131501, 3.658960, -2.088855)
N (5.204941, 2.408596, -3.525212)
C (4.140392, 3.434936, -3.359290)
F (2.961460, 3.038651, -3.852925)
F (3.918143, 3.848731, -2.130574)
C (4.511721, 4.719838, -4.204006)
F (5.461248, 5.426404, -3.639010)
F (3.407863, 5.481348, -4.199064)
F (4.773700, 4.409739, -5.477328)
C (4.857768, 1.370893, -4.559210)
C (3.963422, 0.222803, -4.050184)
C (4.269045, -1.112227, -4.780638)
C (5.696146, -1.607394, -4.573527)
O (6.162976, -2.068207, -3.580581)
Cl (6.792089, -1.519845, -6.030793)
C (3.892311, -0.053007, -2.512770)
C (2.400742, -0.111086, -2.065342)
O (1.665389, 1.069869, -2.395865)
C (0.432680, 0.790768, -2.969641)
C (-0.705474, 0.557284, -2.223926)
C (-1.907031, 0.287371, -2.831273)
C (-1.987607, 0.275263, -4.200535)
C (-0.866599, 0.512434, -4.946952)
C (0.343823, 0.755458, -4.340254)
C (4.769805, 0.840113, -1.571094)
F (3.969043, 1.528943, -0.719533)
Br (5.763401, -0.404707, -0.380144)
H (7.596632, 0.922781, -2.050557)
H (7.318834, 1.283928, -3.569134)
H (6.017225, 2.897749, -3.943088)
H (5.765963, 0.953736, -4.998672)
H (4.362961, 1.833799, -5.415900)
H (2.946081, 0.457196, -4.364460)
H (3.981994, -1.063485, -5.833706)
H (3.587188, -1.845265, -4.332058)
H (4.236394, -1.074554, -2.351043)
H (2.346824, -0.382863, -1.007730)
H (1.969257, -0.934600, -2.653706)
H (-0.695523, 0.558188, -1.137843)
H (-2.776481, 0.085054, -2.217426)
H (-2.923586, 0.065809, -4.707397)
H (-0.908415, 0.517669, -6.031116)
H (1.194057, 0.914267, -4.994235)
C (1.011927, 3.586093, 3.575900)
C (0.528820, 2.783852, 2.385551)
O (-0.420491, 1.775533, 2.769669)
C (-1.639089, 2.215727, 3.067716)
O (-2.013053, 3.359488, 3.030711)
O (-2.379415, 1.166953, 3.434720)
C (-3.692564, 1.510254, 3.884203)
H (1.415490, 2.923639, 4.343134)
H (1.785844, 4.290427, 3.271683)
H (0.197668, 4.148324, 4.031943)
H (1.375360, 2.258643, 1.946023)
H (0.110879, 3.428373, 1.611483)
H (-4.220244, 2.102157, 3.138685)
H (-3.634890, 2.050579, 4.828606)
H (-4.229908, 0.579407, 4.042988)
C (-3.953298, 6.124618, 3.611411)
C (-3.767926, 5.643746, 5.032973)
O (-3.157991, 6.644788, 5.865861)
C (-3.949146, 7.648094, 6.232023)
O (-5.110965, 7.781514, 5.943383)
O (-3.227807, 8.496606, 6.967992)
C (-3.931753, 9.680365, 7.347906)
H (-3.002574, 6.463725, 3.198199)
H (-4.344455, 5.321716, 2.987441)
H (-4.645100, 6.965472, 3.564712)
H (-3.089485, 4.792577, 5.039768)
H (-4.709886, 5.313120, 5.474466)
H (-4.862640, 9.437238, 7.856398)
H (-4.127048, 10.296104, 6.470823)
H (-3.288243, 10.229880, 8.029658)
C (-1.188375, -6.656607, -4.203801)
C (-0.976073, -5.298467, -4.835847)
O (0.188421, -4.643678, -4.307640)
C (1.356885, -5.116846, -4.732562)
O (1.523447, -6.014917, -5.513605)
O (2.325719, -4.422946, -4.124813)
C (3.648190, -4.888818, -4.410877)
H (-1.230858, -6.569227, -3.116659)
H (-2.115536, -7.105683, -4.559700)
H (-0.370643, -7.332170, -4.440502)
H (-1.817506, -4.648459, -4.601750)
H (-0.910913, -5.365111, -5.922357)
H (3.830069, -4.923405, -5.483696)
H (3.800785, -5.869908, -3.964114)
H (4.341451, -4.181685, -3.961107)
C (-6.163537, 5.624135, 9.223415)
C (-7.033332, 5.318880, 8.022080)
O (-7.026745, 3.917170, 7.703892)
C (-7.738175, 3.138015, 8.515519)
O (-8.386114, 3.497716, 9.462474)
O (-7.598237, 1.875282, 8.101148)
C (-8.233659, 0.914352, 8.946386)
H (-5.150399, 5.249257, 9.065669)
H (-6.121370, 6.699187, 9.399780)
H (-6.547604, 5.144553, 10.123028)
H (-6.634609, 5.830057, 7.146611)
H (-8.056230, 5.668718, 8.163884)
H (-9.285979, 1.151696, 9.087998)
H (-7.721992, 0.865998, 9.906826)
H (-8.150780, -0.050196, 8.452551)
C (0.992078, -13.772687, -2.307336)
C (-0.274683, -12.961884, -2.484258)
O (-0.137224, -11.633903, -1.958634)
C (0.593162, -10.797390, -2.694338)
O (1.121119, -11.048467, -3.745012)
O (0.647677, -9.627096, -2.053810)
C (1.486515, -8.659052, -2.685891)
H (1.293810, -13.784007, -1.258788)
H (0.838733, -14.798225, -2.643708)
H (1.817297, -13.346235, -2.875969)
H (-1.085010, -13.423079, -1.921962)
H (-0.585534, -12.921746, -3.528768)
H (1.200686, -8.509917, -3.723750)
H (2.529363, -8.968073, -2.619787)
H (1.365673, -7.720772, -2.149176)

Cartesian forces, eV/Å:
N -0.275 0.263 -1.338
C 1.693 -1.613 2.406
C -0.096 2.599 1.278
O -0.282 -1.007 -0.789
O -0.322 -0.596 -1.132
N -0.025 -0.782 -1.063
C -0.741 2.177 -0.739
F 0.372 -0.837 -0.158
F 0.725 -0.616 0.334
C -1.300 0.646 0.782
F 0.509 -0.357 -0.438
F 0.033 -0.152 -0.152
F 0.554 -0.187 0.135
C -0.652 -1.063 -0.936
C -0.114 -0.187 0.287
C -0.093 0.138 0.009
C 0.643 -0.673 0.609
O -0.844 0.407 -0.864
Cl -0.553 0.256 0.217
C -0.323 0.376 0.248
C 0.536 -0.410 -0.700
O 0.049 -0.335 0.408
C 0.439 0.178 0.106
C 0.202 -0.023 1.214
C -0.403 -0.078 0.239
C -1.003 -0.265 -0.542
C 0.212 0.059 -0.838
C 0.292 0.108 -0.696
C -0.345 -0.604 -0.080
F -0.208 0.408 -0.380
Br -0.213 0.339 -0.154
H -0.232 -0.196 0.200
H 0.040 0.047 0.124
H 0.143 0.405 0.828
H 0.242 0.346 0.557
H 0.012 0.356 0.349
H 0.161 0.117 0.171
H 0.429 0.095 0.016
H 0.261 -0.074 -0.018
H 0.102 0.154 -0.063
H -0.127 0.286 -0.029
H 0.036 -0.027 0.250
H 0.368 0.112 -0.084
H 0.018 0.040 -0.059
H 0.009 0.038 0.130
H -0.097 -0.061 0.079
H 0.077 0.143 0.288
C -0.239 -0.003 0.263
C 0.491 0.427 -0.030
O -0.019 -0.090 -0.157
C 0.182 -0.129 0.126
O -0.115 0.079 -0.043
O -0.068 0.022 -0.044
C -0.218 -0.057 0.081
H 0.120 -0.016 -0.091
H 0.027 -0.058 -0.037
H -0.006 0.053 -0.102
H -0.183 -0.269 0.007
H -0.202 -0.038 0.097
H 0.073 0.088 0.034
H -0.026 0.094 -0.067
H 0.166 -0.080 -0.035
C -0.036 0.372 -0.039
C -0.163 -0.405 -0.321
O 0.020 -0.038 0.119
C 0.209 -0.068 -0.132
O -0.124 -0.003 0.121
O -0.051 0.025 0.048
C -0.004 0.217 0.126
H 0.043 -0.175 -0.019
H 0.086 -0.052 0.028
H -0.076 -0.072 0.062
H 0.157 0.149 0.132
H -0.029 0.185 0.044
H -0.042 -0.027 -0.113
H -0.125 -0.051 0.008
H 0.130 -0.140 -0.039
C 0.184 -0.093 0.153
C -0.439 -0.274 -0.136
O 0.013 0.165 -0.019
C -0.141 0.013 0.146
O 0.066 -0.016 -0.059
O 0.091 0.129 -0.026
C 0.244 0.040 -0.013
H -0.130 0.047 -0.017
H -0.024 0.062 0.007
H -0.051 0.015 -0.158
H 0.188 0.179 0.106
H 0.200 -0.040 0.028
H -0.097 -0.138 -0.003
H 0.014 -0.040 -0.128
H -0.138 0.027 0.138
C 0.049 -0.251 0.183
C 0.109 0.521 0.092
O -0.030 -0.030 -0.133
C 0.173 0.048 -0.067
O -0.088 -0.017 0.022
O -0.039 -0.031 -0.004
C -0.069 -0.237 0.052
H 0.020 0.117 -0.094
H 0.009 0.005 -0.071
H -0.092 0.062 -0.019
H -0.010 -0.219 -0.113
H -0.031 -0.179 0.098
H 0.043 0.090 0.076
H -0.102 0.075 0.044
H 0.106 0.096 -0.131
C 0.252 0.168 0.039
C 0.006 -0.477 -0.140
O -0.117 0.057 0.037
C -0.005 -0.070 0.151
O -0.012 0.030 -0.081
O -0.028 0.080 0.002
C 0.177 0.232 -0.030
H -0.109 -0.088 0.021
H -0.052 0.006 0.029
H -0.073 -0.013 -0.092
H -0.033 0.235 0.115
H 0.128 0.138 -0.018
H 0.124 -0.137 -0.043
H -0.020 -0.055 -0.126
H -0.150 -0.120 0.143

Gap between HOMO and LUMO ... 8.6 eV
SMILES ... N[C@@]1(C(=O)[O-])[N@H+](C(F)(F)C(F)(F)F)C[C@@H](CC(=O)Cl)[C@H](COc2ccccc2)[C@@]1(F)Br.CCOC(=O)OC.CCOC(=O)OC.CCOC(=O)OC.CCOC(=O)OC.CCOC(=O)OC
Multiplicity ... 1
E_HOMO ... -8.73 eV

Here are the Mulliken charges for atoms 1 to 6, given in e: number 1, N, carries -0.50; number 2, C, carries 0.20; number 3, C, carries 0.32; number 4, O, carries -0.67; number 5, O, carries -0.72; number 6, N, carries -0.08